[1]
The following is a quantum chemistry calculation of a cluster of 6 separate species, C13H29Cl2FN6O14S in total, from the OMol25 dataset.

Output
total charge	0
2S+1	1
structure (SMILES)	CC(=O)OCCCN([C@H](Cl)[C@@H](C)Cl)S(=O)(=O)F.C[N+](=O)[O-].C[N+](=O)[O-].C[N+](=O)[O-].C[N+](=O)[O-].C[N+](=O)[O-]
frontier orbital gap	10.110	eV

Structure (XYZ):
```
66
Properties=species:S:1:pos:R:3:lowdin_charge:R:1
H -1.01688 -0.38913 4.20375 0.118
N 2.16490 2.73487 -3.24834 -0.436
C 5.82614 -0.53399 -5.67972 0.034
H 3.69740 3.81691 -4.16089 0.102
H 0.69845 1.09754 0.38491 0.089
S 0.26966 -1.47324 2.29273 0.568
H -2.21313 0.69971 1.04943 0.098
H 2.69779 -2.25815 -1.74668 0.109
H -6.43417 -2.21270 0.53168 0.085
N -0.68672 -0.17680 2.13882 -0.246
H -7.41068 -2.93275 1.85542 0.091
H 6.79613 -0.25635 -5.28603 0.098
O -1.48507 5.72543 1.32467 0.006
C 3.36523 -1.65818 -1.13513 0.048
C 3.58023 2.84132 -3.69929 0.052
C -3.38133 -1.51213 2.68416 -0.162
O -0.38705 -2.70733 2.04869 -0.266
O 1.07448 -1.31689 3.44551 -0.213
O -2.21542 -7.29159 1.01497 0.065
H -0.05222 1.16384 -1.87579 0.058
Cl -1.50134 -1.04271 -0.32858 0.725
C -0.34455 1.37048 0.24385 -0.692
H 3.77008 2.03595 -4.39727 0.077
H 3.74059 -2.21176 -0.28348 0.098
H 2.87178 -0.74025 -0.83225 0.087
H -0.44171 2.78801 -1.35916 0.057
O -5.81167 -2.00610 3.71068 0.106
O 1.78037 3.56698 -2.45075 0.060
C -5.72134 -1.84211 2.52133 -0.529
F 1.18202 -1.22253 1.05424 -0.147
C -2.97764 -0.17858 3.30652 -0.126
H 0.25434 8.16850 2.37253 0.093
H 4.20699 2.76456 -2.81606 0.102
H 0.71520 7.03189 1.05846 0.100
O 1.49082 1.83334 -3.70032 0.070
C -1.22956 0.27955 0.86093 -0.694
C -0.66804 1.73894 -1.18843 -0.148
H -3.50335 0.62304 2.78393 0.120
N 5.91443 -0.55884 -7.16688 -0.454
H -3.52541 -2.26792 3.45462 0.131
Cl -0.61549 2.80610 1.31411 0.694
N -1.00381 6.50892 2.11624 -0.452
H 5.52954 -1.52470 -5.35319 0.096
H -1.72314 1.59024 -1.41743 0.081
O 5.62956 -1.63005 -1.63560 0.084
H -3.33197 -0.15341 4.33837 0.127
H 5.05941 0.18365 -5.41255 0.072
H -0.91690 -4.82071 2.11936 0.060
H -2.64796 -1.89199 1.97885 0.072
O 4.28692 -0.66009 -3.00900 0.040
O -4.59750 -1.37535 1.93148 -0.013
C -1.47932 0.12640 3.36474 -0.166
C -1.04846 -5.85568 2.41896 0.048
C -6.82568 -2.07562 1.53629 0.025
H -7.45895 -1.18626 1.52231 0.094
O 6.97946 -0.28340 -7.67934 0.065
H -0.67499 8.12261 0.83538 0.099
H -0.22740 -6.48435 2.09611 0.095
H -1.20404 -5.91822 3.49194 0.104
N -2.29399 -6.34046 1.76390 -0.453
O 4.90214 -0.85302 -7.76833 0.062
O -3.31528 -5.73559 2.02203 0.056
C -0.09861 7.55068 1.55597 0.046
O -1.19444 6.50463 3.31415 0.067
H -1.34349 1.18955 3.55988 0.103
N 4.52463 -1.28470 -1.99140 -0.438
```


[2]
The following is a quantum chemistry calculation of the molecule C2H5N5O, from the OMol25 dataset.

Output
total charge	0
2S+1	1
structure (SMILES)	CN/N=c1/nn[nH]o1
frontier orbital gap	7.550	eV

Structure (XYZ):
```
13
Properties=species:S:1:pos:R:3:lowdin_charge:R:1
N -2.75724 0.74524 0.03994 0.053
C -0.99693 -0.56585 -0.11750 -0.552
N 0.24882 -0.99830 -0.01510 0.079
H 3.01703 1.00684 -0.21279 0.134
N 0.97193 0.14111 0.46413 -0.119
H 0.74676 0.89603 -0.33570 0.132
N -2.06866 -1.26654 -0.07487 0.110
H 2.97528 -0.79521 0.50745 0.009
O -1.09669 0.79761 -0.37308 -0.025
N -3.15257 -0.50675 0.11717 0.032
H 2.44757 -0.57210 -1.06291 0.085
C 2.42836 -0.08391 0.00461 -0.129
H -2.76364 1.20183 1.05865 0.190
```


[3]
The following is a quantum chemistry calculation of the ion C4H13N4 with charge +1, from the OMol25 dataset.

Output
total charge	+1
2S+1	1
structure (SMILES)	[H]/N=C(/N)N([NH3+])C(C)C
frontier orbital gap	10.289	eV

Structure (XYZ):
```
21
Properties=species:S:1:pos:R:3:lowdin_charge:R:1
H -2.32607 -0.95713 0.78740 0.114
C 0.33809 -1.47153 -1.55211 -0.042
H 0.22334 1.58987 2.59682 0.053
H 1.42170 -1.45067 -1.64578 0.079
H 0.05227 -2.33782 -0.96141 0.085
H -0.07873 -1.58804 -2.54580 0.091
H -1.28427 -0.16347 -1.01191 0.140
N -0.63953 1.07671 2.53657 0.153
H 1.80682 0.82696 0.37166 0.170
H 0.06816 1.96489 -1.04891 0.092
H 0.01617 1.12275 -2.59047 0.098
N 0.05478 -0.24861 0.52214 -0.072
C 0.38330 1.06237 -1.56983 -0.044
C -0.96863 0.32243 1.60749 -0.447
N 1.39525 0.03316 0.90664 0.203
C -0.19764 -0.18928 -0.90899 -0.416
H -2.90378 0.07322 2.05027 0.133
N -2.18121 -0.16947 1.39224 0.173
H 1.98613 -0.80494 0.77625 0.191
H 1.47233 1.02992 -1.63471 0.078
H 1.36152 0.27869 1.92245 0.167
```


[4]
The following is a quantum chemistry calculation of a structure of composition C4H10N2O2, from the OMol25 dataset.

Output
total charge	0
2S+1	1
frontier orbital gap	10.532	eV

Structure (XYZ):
```
18
Properties=species:S:1:pos:R:3:lowdin_charge:R:1
N 0.12388 0.41916 0.41139 -0.013
H 1.83591 -2.66550 -1.94283 0.052
H -1.08273 -0.28897 -1.88076 0.088
C -1.79803 -0.11496 -1.08054 -0.028
H 1.98523 1.29235 0.76268 0.091
H 1.15833 -2.72678 -1.48247 0.035
C -1.19975 0.73363 -0.00985 -0.415
H -2.08594 -1.08152 -0.67345 0.080
H 0.64684 2.43294 0.49656 0.093
C 0.93541 1.49343 0.96732 -0.029
O 0.02809 -1.83860 0.01178 0.006
H 2.14050 -1.84817 0.89378 0.132
H 0.80336 1.57086 2.05019 0.100
H -1.41648 2.28509 1.13499 0.045
O 1.83896 -0.92891 0.97805 0.098
C 0.61406 -0.84923 0.41463 -0.573
H -2.67956 0.39154 -1.46197 0.081
N -1.84810 1.72364 0.41053 0.155
```


Per-record LUMO, eV: -0.382; -1.315; -3.542; 0.658
Per-record relative energy (zero: lowest compared OMol25 entry of this formula, charge and spin), eV: 0.0000; 7.3599; 2.6448; 1.9958